Entry 1:
The following is a quantum chemistry calculation of C4H5O2Pd as an isolated structure in a non-equilibrium geometry, from OMol25.

Calculated values
Spin multiplicity: 3
Charge: -1
Gap between HOMO and LUMO (alpha / beta) in eV: 6.30 / 6.07

Element x y z (Å)
O  -2.0618  2.0381  0.1959
C  -0.7022  1.7931  0.0874
H  -0.1846  1.8796  1.0766
H  -0.2359  2.3443  -0.7659
C  -0.6792  0.2837  -0.2804
C  0.6716  -0.3146  0.0403
C  1.4099  -0.9835  -0.8180
O  2.0252  -1.6530  -1.5566
Pd  -1.4361  -2.1351  0.7627
H  -0.8582  0.1714  -1.3628
H  1.0940  -0.2374  1.0475
H  -1.9414  0.3356  0.0003

Atoms 1-6, force components in eV/Å:
O 0.4 0.3 -0.2
C -2.0 -0.7 -0.2
H 0.4 0.4 -0.5
H 0.3 0.1 0.7
C -0.8 0.9 -1.2
C -0.1 -1.1 0.6

***

Entry 2:
The following is a quantum chemistry calculation of C4H5O2Pm as an isolated structure in a non-equilibrium geometry, from OMol25.

Calculated values
Energy relative to the best compared isomer or geometry (same formula, charge and spin) in kcal per mole: 0.0
Spin multiplicity: 6
Charge: +1
Gap between HOMO and LUMO (alpha / beta) in eV: 3.60 / 3.73

Element x y z (Å)
O  -0.2564  -1.7610  -1.8857
C  -0.6789  -0.4626  -1.9237
C  -0.5749  0.3541  -0.8560
C  0.0491  0.0317  0.4123
C  0.0410  0.8978  1.4607
O  0.5889  0.7175  2.6328
Pm  2.2632  -0.2403  4.2152
H  -1.2030  -0.1467  -2.8297
H  0.7010  -1.6743  -2.1059
H  -1.0152  1.3489  -0.9681
H  0.5613  -0.9293  0.5228
H  -0.4761  1.8641  1.3253

Atoms 1-6, force components in eV/Å:
O 1.8 -0.1 -0.5
C -0.9 1.4 1.0
C -0.4 -0.1 -0.9
C 0.3 0.3 0.8
C -0.7 0.0 -1.9
O 2.8 -1.5 3.2

***

Entry 3:
The following is a quantum chemistry calculation of C4H5O2Pr as an isolated structure in a non-equilibrium geometry, from OMol25.

Calculated values
Energy relative to the best compared isomer or geometry (same formula, charge and spin) in kcal per mole: 66.8
Spin multiplicity: 4
Charge: +1
Gap between HOMO and LUMO (alpha / beta) in eV: 7.06 / 6.88

Element x y z (Å)
H  -0.4237  3.9807  -0.1575
O  -1.6514  0.4798  0.4412
C  -0.4373  -1.4398  -0.0835
C  0.8392  -1.4302  0.2261
C  -1.6191  -0.8017  -0.1337
C  1.9625  -0.5623  0.0599
O  1.6767  0.6783  -0.3278
Pr  0.0171  2.0082  -0.1735
H  -2.5494  0.8057  0.5746
H  2.7956  -0.7151  0.7666
H  -2.5174  -1.0962  -0.6744
H  1.9074  -1.9074  -0.5179

Atoms 1-6, force components in eV/Å:
H 0.1 0.1 0.0
O -0.7 1.3 0.3
C -0.3 1.0 -0.9
C 0.9 0.2 0.5
C 1.3 -2.0 -0.7
C -1.9 -1.8 2.1

***

Entry 4:
The following is a quantum chemistry calculation of C4H5O2Rh as an isolated structure in a non-equilibrium geometry, from OMol25.

Calculated values
Energy relative to the best compared isomer or geometry (same formula, charge and spin) in kcal per mole: 0.0
Spin multiplicity: 5
Charge: +2
Gap between HOMO and LUMO (alpha / beta) in eV: 8.34 / 5.98

Element x y z (Å)
H  0.9745  2.1567  2.4686
O  0.7496  1.2524  2.2327
C  -0.2726  1.2770  1.2581
C  -0.5581  -0.0901  0.8092
C  -0.9428  -1.2214  0.5864
H  0.0238  1.8797  0.3827
H  -1.2004  1.7178  1.6615
H  -1.3799  -2.1935  0.4387
C  0.7268  -1.4013  -2.0565
O  0.1949  -0.3806  -2.5811
Rh  0.2560  -1.7764  -3.9915
H  1.4282  -1.2202  -1.2087

Atoms 1-6, force components in eV/Å:
H 0.2 0.6 0.3
O -1.3 -0.2 -1.3
C 1.7 -2.4 0.7
C -0.1 1.7 0.8
C -0.4 -0.4 0.0
H -0.1 0.4 -0.2

***

Entry 5:
The following is a quantum chemistry calculation of C4H5O2Yb as an isolated structure in a non-equilibrium geometry, from OMol25.

Calculated values
Energy relative to the best compared isomer or geometry (same formula, charge and spin) in kcal per mole: 5.7
Spin multiplicity: 3
Charge: +3
Gap between HOMO and LUMO (alpha / beta) in eV: 8.64 / 7.53

Element x y z (Å)
H  -0.6656  1.3832  0.2364
O  2.2341  -1.0910  0.5367
C  1.1713  -0.4035  0.0729
C  0.1712  -0.0104  0.9499
C  -0.8170  -0.8297  0.1576
C  -1.6882  -0.1060  -0.6198
O  -1.5915  1.2170  -0.6445
Yb  -2.1753  2.7014  -2.4442
H  3.0368  -0.8311  0.0739
H  1.2601  0.0090  -0.9353
H  0.2657  -0.3002  1.9973
H  -1.2016  -1.7388  0.6190

Atoms 1-6, force components in eV/Å:
H -1.0 -1.2 -0.9
O -3.2 1.8 -0.3
C 5.0 0.3 0.5
C -1.8 -1.5 -0.3
C -1.4 0.1 2.2
C 0.7 1.9 -0.1

***

Entry 6:
The following is a quantum chemistry calculation of C4H5O2Zn as an isolated structure in a non-equilibrium geometry, from OMol25.

Calculated values
Energy relative to the best compared isomer or geometry (same formula, charge and spin) in kcal per mole: 24.5
Spin multiplicity: 2
Charge: 0
Gap between HOMO and LUMO (alpha / beta) in eV: 7.62 / 8.45

Element x y z (Å)
O  -3.1056  0.2349  -0.0201
C  -2.2290  1.2801  -0.4232
H  -2.7230  0.0697  0.9578
H  -2.7409  2.0959  -0.9649
H  -1.4878  0.7903  -1.0775
C  -1.5858  1.8236  0.8231
C  -1.0921  3.1654  0.8193
C  -0.1832  3.6606  1.6682
O  0.8076  4.0977  2.1084
Zn  2.0375  4.4214  -1.0466
H  -1.7708  1.4162  1.8208
H  -1.3746  3.8718  0.0310

Atoms 1-6, force components in eV/Å:
O 1.0 -0.4 3.4
C 0.5 -0.5 0.8
H -1.9 -0.1 -3.4
H 0.0 -0.4 0.1
H 0.0 0.6 -0.1
C 0.1 1.6 0.0

***

Entry 7:
The following is a quantum chemistry calculation of C4H5O2Zn as an isolated structure in a non-equilibrium geometry, from OMol25.

Calculated values
Energy relative to the best compared isomer or geometry (same formula, charge and spin) in kcal per mole: 0.0
Spin multiplicity: 2
Charge: +2
Gap between HOMO and LUMO (alpha / beta) in eV: 7.77 / 8.58

Element x y z (Å)
H  1.6745  -1.2105  1.7108
C  1.8086  -0.1128  1.6227
C  0.6785  0.5125  1.8090
O  -0.3343  1.0215  2.1303
Zn  -2.1975  1.3600  1.6407
H  2.5359  0.3084  0.9260
O  5.5997  -1.3233  2.7782
C  4.6394  -2.0647  2.8890
C  3.8058  -3.0233  3.0677
H  5.5419  -0.6342  2.0784
H  3.0906  -2.9543  3.8938
H  3.6815  -3.7756  2.2822

Atoms 1-6, force components in eV/Å:
H 0.3 0.7 0.1
C -0.9 -0.4 -0.8
C 0.6 -0.4 0.4
O 1.2 -0.1 0.2
Zn -1.3 0.3 -0.3
H -0.1 0.0 0.4

***

Entry 8:
The following is a quantum chemistry calculation of an isolated ion of composition C4H5O3S and charge -1 in a non-equilibrium geometry, from OMol25.

Calculated values
Energy relative to the best compared isomer or geometry (same formula, charge and spin) in kcal per mole: 29.5
Charge: -1
Gap between HOMO and LUMO in eV: 8.30

Element x y z (Å)
C  -1.9292  0.1235  0.0905
C  -2.5615  1.6062  0.0126
C  0.4603  0.1477  -0.3270
C  -0.5843  -0.4212  0.5326
O  -1.8747  2.5996  0.0787
O  -3.7728  1.4017  -0.0766
O  -2.6781  -2.3947  0.0657
S  -3.1570  -0.9918  -0.0593
H  1.2882  -0.3982  0.0007
H  0.5343  1.1968  -0.2253
H  0.2725  0.0896  -1.4044
H  -0.6544  -1.4810  0.4618
H  -0.5500  -0.1413  1.6022

Atoms 1-6, force components in eV/Å:
C -1.2 -1.3 0.6
C 0.2 -2.7 0.2
C 0.0 0.3 -0.8
C -3.0 1.4 0.1
O 1.1 1.2 0.0
O -1.6 1.2 -0.3

***

Entry 9:
The following is a quantum chemistry calculation of an isolated ion of composition C4H5O3S and charge -1 in a non-equilibrium geometry, from OMol25.

Calculated values
Energy relative to the best compared isomer or geometry (same formula, charge and spin) in kcal per mole: 68.5
Charge: -1
Gap between HOMO and LUMO (alpha / beta) in eV: 8.14 / 8.14

Element x y z (Å)
C  0.8810  -1.1181  0.0722
C  0.3025  1.5931  -0.1045
C  -1.6319  -0.0329  0.2195
C  -0.2673  0.1291  -0.4997
O  -0.5388  2.4135  0.1408
O  1.5186  1.5996  0.0158
O  3.2134  -1.6510  0.3795
S  2.4242  -0.5402  -0.2243
H  0.4967  -2.0911  0.3745
H  -2.4237  -0.7832  -0.2818
H  -1.5063  -0.6137  1.1715
H  -1.9920  1.0162  0.2474
H  -0.4764  0.0787  -1.5107

Atoms 1-6, force components in eV/Å:
C -1.4 5.5 -3.4
C -0.6 -3.7 -0.1
C -1.0 -2.3 -0.6
C 1.0 -2.1 4.2
O -1.7 2.6 0.1
O 2.2 1.2 -0.1

***

Entry 10:
The following is a quantum chemistry calculation of an isolated ion of composition C4H5O4 and charge -1 in a non-equilibrium geometry, from OMol25.

Calculated values
Energy relative to the best compared isomer or geometry (same formula, charge and spin) in kcal per mole: 22.5
Charge: -1
Gap between HOMO and LUMO in eV: 6.73
Structure (SMILES): O=C([O-])CCC(=O)O

Element x y z (Å)
O  -2.6423  0.4631  -1.2407
C  -2.1835  -0.3868  -0.4566
O  -2.8374  -0.9581  0.3845
C  -0.5358  -0.5710  -0.5528
C  0.1017  0.4803  0.3025
C  1.5991  0.1631  0.4263
O  2.3602  1.2933  0.4845
O  2.0066  -0.9376  0.6535
H  -0.1642  -0.6554  -1.6434
H  -0.4887  -1.6395  -0.2650
H  -0.1849  1.4764  -0.0220
H  -0.3620  0.2046  1.3943
H  3.3313  1.0676  0.5348

Atoms 1-6, force components in eV/Å:
O 0.3 0.7 -1.1
C 1.4 2.2 -2.0
O -0.1 -2.2 2.3
C -2.5 -2.2 -2.0
C -0.1 -2.1 2.3
C -1.5 1.1 1.3